# 1
Entry from the Open Molecules 2025 dataset: a structure of composition C41H58F3GeN4O3PSSe2Si3W (wB97M-V/def2-TZVPD).

Computed properties:
E_HOMO (spin up / spin down)   -9.6 / -9.7 eV
<S²>   3.766
DFT total energy   -296504.4749 eV
Gap between HOMO and LUMO (spin up / spin down)   6.5 / 5.0 eV
Relative energy (zero: lowest compared OMol25 entry of this formula, charge and spin)   31.7 kcal/mol

Structure (ORCA input):
```
! RIJCOSX wB97M-V def2-TZVPD def2/J DEFGRID3
* xyz 1 4
W 0.18 0.29 -0.84
F -0.47 4.83 4.13
C -0.58 3.97 3.10
F -0.06 4.60 2.03
F -1.89 3.80 2.87
C 0.13 2.67 3.40
C 0.87 2.57 4.57
C 1.55 1.39 4.84
C 1.42 0.35 3.95
N 0.69 0.42 2.83
C 0.10 1.57 2.52
S -0.71 1.76 0.98
H 0.91 3.40 5.25
H 2.16 1.29 5.73
H 1.90 -0.60 4.14
Se -2.45 0.22 -1.21
P -1.41 1.97 -1.96
Se 1.92 1.56 -2.22
C -2.23 3.48 -1.40
C -1.61 4.70 -1.70
C -2.20 5.89 -1.31
C -3.40 5.87 -0.61
C -4.00 4.66 -0.29
C -3.42 3.46 -0.68
C -1.38 1.95 -3.77
C -2.29 1.20 -4.52
C -2.21 1.19 -5.90
C -1.23 1.93 -6.55
C -0.33 2.69 -5.81
C -0.40 2.70 -4.43
H -0.68 4.72 -2.25
H -1.73 6.83 -1.55
H -3.86 6.80 -0.30
H -4.93 4.64 0.26
H -3.88 2.52 -0.42
H -3.04 0.61 -4.01
H -2.91 0.60 -6.47
H -1.16 1.92 -7.63
H 0.44 3.26 -6.31
H 0.32 3.28 -3.86
C -3.45 0.50 2.92
Si -3.32 -1.14 2.04
C -3.71 -2.53 3.25
C -4.69 -1.25 0.74
Ge -1.13 -1.44 1.00
Si -0.08 -2.89 2.89
C -0.62 -4.65 3.20
C -0.49 -1.94 4.47
C 1.75 -2.79 2.51
Si -1.34 -3.62 -0.25
C -2.02 -3.22 -1.96
C 0.28 -4.56 -0.41
C -2.66 -4.74 0.47
H -4.47 0.63 3.31
H -3.23 1.32 2.24
H -2.77 0.58 3.77
H -4.70 -2.30 3.65
H -3.03 -2.60 4.10
H -3.77 -3.50 2.77
H -5.58 -1.62 1.24
H -4.47 -1.92 -0.09
H -4.91 -0.26 0.33
H -1.68 -4.73 3.42
H -0.08 -4.94 4.11
H -0.35 -5.36 2.42
H -1.25 -2.47 5.04
H -0.80 -0.91 4.32
H 0.42 -1.93 5.08
H 2.12 -3.70 2.02
H 2.30 -2.67 3.45
H 1.95 -1.93 1.90
H -1.42 -2.57 -2.59
H -3.02 -2.80 -1.89
H -2.10 -4.20 -2.44
H 1.16 -3.94 -0.28
H 0.33 -5.00 -1.42
H 0.32 -5.39 0.30
H -3.66 -4.29 0.40
H -2.50 -5.04 1.50
H -2.67 -5.65 -0.14
C 3.84 4.00 1.91
C 2.62 4.10 1.03
N 2.10 2.77 0.80
C 2.84 1.65 0.66
N 2.24 0.52 0.25
C 3.14 -0.64 0.08
C 4.33 -0.65 1.01
C 5.08 0.64 0.80
N 4.15 1.74 1.01
C 4.80 3.03 1.25
H 3.56 3.61 2.89
H 4.31 4.97 2.05
H 2.86 4.59 0.09
H 1.83 4.68 1.52
H 1.21 2.72 0.32
H 3.48 -0.70 -0.96
H 2.57 -1.54 0.25
H 4.96 -1.51 0.79
H 4.00 -0.72 2.05
H 5.49 0.67 -0.22
H 5.91 0.76 1.49
H 5.16 3.44 0.30
H 5.67 2.84 1.88
O 0.18 -1.31 -5.39
C 1.08 -2.20 -4.94
C 1.69 -3.02 -5.89
C 2.63 -3.95 -5.50
C 3.00 -4.09 -4.16
C 2.40 -3.29 -3.21
C 1.43 -2.34 -3.59
C 0.82 -1.53 -2.56
O -0.07 -0.65 -2.83
O 1.13 -1.60 -1.33
H -0.14 -0.77 -4.64
H 1.41 -2.91 -6.93
H 3.10 -4.57 -6.25
H 3.75 -4.82 -3.87
H 2.66 -3.37 -2.17
*
```


# 2
Entry from the Open Molecules 2025 dataset: a structure of composition C41H59AsCl5MnN8Si3 (wB97M-V/def2-TZVPD).

Computed properties:
E_HOMO (spin up / spin down)   -10.3 / -10.3 eV
<S²>   8.756
DFT total energy   -233800.8846 eV
Gap between HOMO and LUMO (spin up / spin down)   7.5 / 7.4 eV
Relative energy (zero: lowest compared OMol25 entry of this formula, charge and spin)   10.2 kcal/mol

Structure (ORCA input):
```
! RIJCOSX wB97M-V def2-TZVPD def2/J DEFGRID3
* xyz 1 6
Mn -1.01 1.18 1.76
Cl 1.29 2.49 3.77
C 1.23 3.24 2.16
C 0.20 2.92 1.36
C 0.24 3.59 0.17
Cl -1.02 3.20 -0.97
C 1.23 4.51 -0.22
Cl 1.11 5.34 -1.72
C 2.29 4.69 0.64
Cl 3.61 5.75 0.16
C 2.34 4.01 1.84
Cl 3.71 3.98 2.83
N -2.38 3.79 3.44
C -3.26 3.38 2.52
N -4.26 4.19 2.30
C -5.03 3.77 1.28
N -6.11 4.53 1.06
N -4.85 2.65 0.54
C -3.84 1.87 0.93
N -3.00 2.16 1.94
C -3.63 0.55 0.20
C -4.52 0.11 -0.74
C -4.22 -1.15 -1.31
C -3.03 -1.79 -0.98
C -2.09 -1.11 -0.20
N -2.41 0.06 0.37
H -2.52 4.77 3.73
H -1.47 3.40 3.54
H -5.98 5.47 1.31
H -6.57 4.33 0.19
H -5.33 0.73 -0.96
H -4.92 -1.64 -1.96
H -2.85 -2.81 -1.25
H -1.13 -1.52 0.08
C 0.03 -2.41 8.15
C 0.83 -1.31 7.46
C 0.76 -0.09 8.41
C 2.27 -1.76 7.30
C 0.21 -0.93 6.10
C -0.93 -0.11 5.99
C -1.35 0.26 4.72
N -0.76 -0.10 3.60
C 0.37 -0.83 3.64
C 0.84 -1.25 4.89
C 0.97 -1.17 2.32
C 1.81 -2.26 2.17
C 2.47 -2.46 0.92
C 2.18 -1.49 -0.12
C 1.30 -0.45 0.15
N 0.73 -0.31 1.35
C 3.32 -3.69 0.58
C 4.19 -4.00 1.81
C 2.38 -4.90 0.48
C 4.26 -3.57 -0.61
H 0.61 -2.66 8.99
H -0.20 -3.28 7.50
H -0.94 -2.08 8.47
H 1.16 -0.45 9.33
H -0.19 0.25 8.65
H 1.39 0.73 8.03
H 2.67 -1.90 8.28
H 2.85 -1.02 6.77
H 2.39 -2.69 6.72
H -1.47 0.19 6.94
H -2.29 0.86 4.61
H 1.74 -1.78 4.91
H 1.99 -2.91 2.97
H 2.57 -1.64 -1.13
H 0.94 0.19 -0.67
H 3.54 -3.96 2.68
H 5.05 -3.29 1.94
H 4.58 -4.97 1.72
H 1.81 -5.04 1.41
H 3.05 -5.76 0.36
H 1.66 -4.77 -0.41
H 4.89 -2.67 -0.59
H 3.76 -3.55 -1.60
H 4.86 -4.49 -0.60
C 2.02 -2.60 -4.07
Si 0.24 -2.03 -4.63
C -1.02 -3.15 -3.82
C 0.19 -2.12 -6.55
As -0.23 0.08 -3.54
Si 1.37 1.66 -4.30
C 2.49 2.21 -2.86
C 2.63 1.26 -5.67
C 0.66 3.29 -4.96
Si -2.01 0.83 -4.90
C -1.76 1.37 -6.71
C -2.87 2.21 -4.05
C -3.26 -0.60 -4.81
H 2.82 -1.84 -4.18
H 2.29 -3.41 -4.76
H 2.00 -2.93 -3.03
H -1.05 -4.07 -4.32
H -2.03 -2.68 -3.75
H -0.66 -3.27 -2.81
H 0.68 -3.05 -6.82
H 0.61 -1.15 -7.00
H -0.87 -2.19 -6.88
H 3.05 1.31 -2.55
H 1.98 2.72 -2.04
H 3.19 2.97 -3.24
H 3.41 0.55 -5.42
H 3.21 2.18 -5.78
H 2.11 0.92 -6.61
H 1.50 4.03 -4.87
H -0.25 3.66 -4.43
H 0.31 3.28 -6.01
H -0.85 1.98 -6.82
H -2.64 2.03 -6.93
H -1.71 0.64 -7.46
H -2.50 3.16 -4.43
H -2.76 2.08 -2.98
H -3.95 2.15 -4.16
H -2.89 -1.47 -5.30
H -4.25 -0.30 -5.22
H -3.32 -0.82 -3.72
*
```


# 3
Entry from the Open Molecules 2025 dataset: a structure of composition C41H59BBaBrN10O3S (wB97M-V/def2-TZVPD).

Computed properties:
E_HOMO   -4.4 eV
DFT total energy   -146777.7176 eV
Gap between HOMO and LUMO   6.6 eV
Relative energy (zero: lowest compared OMol25 entry of this formula, charge and spin)   7.9 kcal/mol

Structure (ORCA input):
```
! RIJCOSX wB97M-V def2-TZVPD def2/J DEFGRID3
* xyz -1 1
Ba -0.26 0.89 1.68
C -1.09 1.99 -4.36
C -1.07 2.50 -2.96
C -1.16 3.81 -2.54
C -1.17 3.76 -1.14
N -1.10 2.51 -0.73
N -1.03 1.73 -1.84
B -0.75 0.24 -1.56
N -0.05 -0.48 -2.72
N 1.17 0.00 -3.06
C 1.63 -0.76 -4.02
C 0.72 -1.80 -4.31
C -0.34 -1.58 -3.46
C -1.58 -2.41 -3.30
C 2.96 -0.44 -4.67
C 3.98 -0.05 -3.60
C 2.76 0.74 -5.63
C 3.47 -1.65 -5.46
N -1.98 -0.51 -1.02
N -1.77 -1.35 0.02
C -2.93 -1.93 0.29
C -3.93 -1.45 -0.58
C -3.28 -0.54 -1.39
C -3.83 0.31 -2.49
C -3.07 -2.91 1.43
C -1.75 -3.65 1.64
C -4.18 -3.91 1.13
C -3.42 -2.14 2.71
C -1.27 4.90 -0.15
C -0.70 4.49 1.20
C -0.49 6.11 -0.69
C -2.75 5.28 0.03
H -0.49 2.65 -4.99
H -2.11 1.99 -4.76
H -0.69 0.98 -4.46
H -1.21 4.68 -3.18
H 0.04 0.23 -0.66
H 0.82 -2.61 -5.02
H -1.51 -3.28 -3.95
H -2.48 -1.86 -3.58
H -1.71 -2.75 -2.27
H 3.60 0.76 -2.98
H 4.92 0.27 -4.07
H 4.20 -0.90 -2.95
H 2.42 1.62 -5.07
H 2.01 0.51 -6.39
H 3.70 1.00 -6.13
H 3.56 -2.52 -4.81
H 4.46 -1.43 -5.88
H 2.80 -1.90 -6.28
H -4.97 -1.70 -0.61
H -4.59 -0.24 -3.05
H -3.06 0.64 -3.18
H -4.30 1.21 -2.08
H -1.49 -4.24 0.75
H -1.83 -4.33 2.49
H -0.93 -2.95 1.83
H -3.99 -4.43 0.19
H -5.15 -3.41 1.05
H -4.25 -4.65 1.93
H -2.62 -1.43 2.98
H -3.55 -2.83 3.55
H -4.33 -1.55 2.59
H 0.33 4.13 1.11
H -1.33 3.71 1.64
H -0.71 5.34 1.89
H 0.55 5.85 -0.86
H -0.53 6.93 0.03
H -0.92 6.47 -1.63
H -3.31 4.42 0.41
H -3.19 5.58 -0.93
H -2.85 6.10 0.74
Br 2.27 3.01 -1.31
C 3.33 2.76 0.25
C 4.68 3.06 0.20
C 5.43 2.82 1.34
C 4.80 2.28 2.45
C 3.44 2.03 2.40
N 2.71 2.27 1.31
C 2.73 1.43 3.63
O 3.45 0.97 4.51
O 1.47 1.46 3.57
H 5.11 3.47 -0.71
H 6.49 3.04 1.34
H 5.33 2.05 3.36
S -3.38 1.69 2.20
C -3.06 1.25 3.84
C -4.03 1.43 4.86
C -3.74 1.06 6.15
C -2.49 0.53 6.46
C -1.59 0.39 5.42
N -1.86 0.71 4.15
H -4.98 1.85 4.59
H -4.48 1.20 6.93
H -2.22 0.25 7.47
H -0.59 0.00 5.60
C 1.87 -1.90 4.09
N 2.00 -2.77 2.93
C 2.67 -4.03 3.15
C 2.25 -5.03 2.08
C 2.54 -4.43 0.72
N 1.94 -3.11 0.62
C 1.71 -2.61 -0.73
C 1.70 -2.31 1.69
O 1.19 -1.19 1.52
H 2.85 -1.64 4.50
H 1.28 -2.41 4.86
H 1.38 -0.97 3.82
H 2.39 -4.39 4.14
H 3.76 -3.90 3.14
H 1.18 -5.23 2.17
H 2.79 -5.97 2.20
H 2.12 -5.05 -0.07
H 3.62 -4.37 0.55
H 2.66 -2.49 -1.27
H 1.21 -1.65 -0.68
H 1.08 -3.31 -1.28
*
```


# 4
Entry from the Open Molecules 2025 dataset: a structure of composition C41H59BrN6O2SSi2Ti (wB97M-V/def2-TZVPD).

Computed properties:
E_HOMO   -6.9 eV
DFT total energy   -176257.9525 eV
Gap between HOMO and LUMO   6.9 eV
Relative energy (zero: lowest compared OMol25 entry of this formula, charge and spin)   16.4 kcal/mol

Structure (ORCA input):
```
! RIJCOSX wB97M-V def2-TZVPD def2/J DEFGRID3
* xyz 0 1
Ti 0.11 -0.38 -0.68
O 3.09 -3.77 2.62
C 1.73 -3.97 2.57
C 1.30 -5.26 2.84
C -0.05 -5.56 2.80
C -0.97 -4.58 2.46
C -0.54 -3.29 2.21
C 0.82 -2.96 2.28
C 1.26 -1.53 2.03
O 0.97 -1.13 0.74
N 0.69 -0.55 2.96
N -0.63 -0.30 2.76
C -1.28 0.23 3.71
C -2.71 0.52 3.60
Br -3.61 -0.28 2.13
C -3.40 1.25 4.47
C -2.80 2.05 5.55
C -1.68 2.86 5.32
C -1.14 3.62 6.35
C -1.71 3.60 7.61
C -2.84 2.82 7.84
C -3.38 2.06 6.82
H 3.35 -3.12 1.95
H 2.04 -6.02 3.07
H -0.38 -6.57 3.01
H -2.03 -4.82 2.40
H -1.25 -2.53 1.94
H 2.34 -1.45 2.21
H 0.95 -0.73 3.93
H -0.82 0.46 4.67
H -4.48 1.30 4.37
H -1.26 2.90 4.33
H -0.27 4.24 6.15
H -1.29 4.20 8.41
H -3.30 2.81 8.82
H -4.26 1.46 7.01
C -1.08 2.53 -3.39
C -0.61 1.84 -2.16
N -1.22 0.72 -1.72
N -2.46 0.38 -2.22
C -2.78 -0.80 -1.84
N -3.97 -1.36 -2.26
S -1.73 -1.81 -0.85
C 0.44 2.28 -1.36
C 1.34 3.35 -1.61
C 2.33 3.66 -0.74
C 2.50 2.85 0.44
C 1.63 1.90 0.78
N 0.39 1.72 0.02
H -2.13 2.80 -3.24
H -1.05 1.86 -4.25
H -0.51 3.43 -3.60
H -4.65 -0.69 -2.60
H -4.35 -2.07 -1.66
H 1.25 3.90 -2.54
H 3.01 4.47 -0.95
H 3.39 2.97 1.05
H 1.71 1.26 1.65
C -4.33 3.70 2.42
Si -2.97 4.15 1.22
C -2.19 5.77 1.73
C -3.63 4.23 -0.52
C -1.62 2.89 1.14
C -0.68 2.29 0.69
H -5.13 4.45 2.37
H -3.97 3.66 3.44
H -4.76 2.73 2.17
H -2.93 6.58 1.70
H -1.37 6.02 1.06
H -1.79 5.71 2.75
H -4.47 4.93 -0.60
H -3.95 3.25 -0.86
H -2.84 4.57 -1.20
C 3.26 -2.96 -0.72
C 2.21 -3.23 -1.81
C 2.85 -4.19 -2.83
C 1.05 -3.98 -1.14
Si 1.57 -1.56 -2.62
C 3.09 -0.41 -3.03
C 4.27 -1.13 -3.70
C 3.61 0.23 -1.74
C 2.68 0.76 -3.94
C 0.59 -1.97 -4.27
C -0.38 -3.15 -4.10
C 1.53 -2.30 -5.44
C -0.27 -0.77 -4.69
H 3.47 -3.89 -0.20
H 2.89 -2.22 0.00
H 4.20 -2.59 -1.13
H 3.24 -5.06 -2.29
H 3.69 -3.74 -3.36
H 2.14 -4.55 -3.56
H 0.63 -3.42 -0.31
H 1.44 -4.92 -0.72
H 0.25 -4.23 -1.82
H 4.72 -1.88 -3.05
H 5.05 -0.40 -3.94
H 3.99 -1.62 -4.63
H 3.91 -0.50 -0.99
H 2.86 0.88 -1.29
H 4.48 0.86 -1.96
H 3.52 1.46 -4.02
H 1.84 1.32 -3.53
H 2.43 0.44 -4.95
H 0.14 -4.10 -3.95
H -0.97 -3.25 -5.01
H -1.07 -3.01 -3.27
H 2.20 -3.13 -5.22
H 2.13 -1.45 -5.74
H 0.92 -2.59 -6.30
H -1.07 -0.58 -3.98
H -0.75 -1.00 -5.66
H 0.31 0.14 -4.82
*
```